Run 1
A single C3H7N5O molecule. Source: OMol25; level of theory: the ωB97M-V functional and the def2-TZVPD basis.

Output
HOMO-LUMO gap in eV: 8.72
SMILES: O/N=C1/CNN=CNN1
Highest occupied orbital energy in Eh: -0.2981
M in g mol⁻¹: 129.1
Total charge: 0

Positions of all 16 atoms, in Å:
O  2.74  -0.43  -0.99
N  -0.57  1.30  -0.56
N  0.23  0.15  -1.03
N  1.99  -1.00  0.12
N  -2.34  0.37  0.59
N  -1.49  -0.70  0.99
C  0.01  -0.50  1.28
C  -1.91  1.12  -0.34
C  0.77  -0.54  0.06
H  0.06  0.54  1.59
H  0.47  -1.14  1.98
H  3.70  -0.55  -0.78
H  -1.87  -1.06  1.93
H  -0.33  2.06  -1.27
H  0.88  0.47  -1.83
H  -2.80  1.86  -0.54


Run 2
A single C3H7N5O molecule. Source: OMol25; level of theory: the ωB97M-V functional and the def2-TZVPD basis.

Output
HOMO-LUMO gap in eV: 8.55
SMILES: Nc1nc(O)c(N)n1N
Highest occupied orbital energy in Eh: -0.2904
M in g mol⁻¹: 129.1
Total charge: 0

Positions of all 16 atoms, in Å:
O  1.32  1.61  2.04
N  1.12  1.32  -0.25
N  -0.06  -0.49  -0.43
N  -0.73  -1.14  1.90
N  0.23  0.53  -2.44
N  -1.07  -1.29  -1.14
C  0.81  0.84  0.99
C  0.47  0.53  -1.06
C  0.07  -0.29  1.00
H  1.44  2.59  1.66
H  0.25  -0.48  -2.80
H  -1.24  -2.12  -0.46
H  -2.09  -0.61  -1.23
H  0.98  1.06  -2.91
H  -1.26  -0.43  2.42
H  -0.25  -1.64  2.70


Stability, highest: run 2


Run 1
2 unconnected molecules or ions with the total composition C2H5NS. Source: OMol25; level of theory: the ωB97M-V functional and the def2-TZVPD basis.

Output
HOMO-LUMO gap in eV: 8.56
Highest occupied orbital energy in Eh: -0.2903
M in g mol⁻¹: 75.1
Total charge: 0

Positions of all 9 atoms, in Å:
S  1.06  -1.00  1.86
N  -0.99  -1.11  0.17
C  0.64  1.20  -0.60
C  0.09  -0.56  0.67
H  1.34  1.69  0.05
H  1.05  0.73  -1.47
H  -0.31  1.69  -0.70
H  -1.51  -0.68  -0.57
H  -1.36  -1.96  0.59


Run 2
A single C2H5NS molecule. Source: OMol25; level of theory: the ωB97M-V functional and the def2-TZVPD basis.

Output
HOMO-LUMO gap in eV: 8.20
SMILES: CC(N)=S
Highest occupied orbital energy in Eh: -0.2947
M in g mol⁻¹: 75.1
Total charge: 0

Positions of all 9 atoms, in Å:
S  -1.54  -1.93  -1.20
N  -1.39  0.15  0.71
C  0.72  -0.40  -0.66
C  -0.72  -0.46  -0.30
H  -1.22  1.12  0.76
H  -2.27  -0.24  0.94
H  1.13  0.66  -0.40
H  1.04  -0.82  -1.63
H  1.17  -0.97  0.15


Stability, highest: run 2


Run 1
A single C4H9NO3S molecule. Source: OMol25; level of theory: the ωB97M-V functional and the def2-TZVPD basis.

Output
HOMO-LUMO gap in eV: 9.26
Highest occupied orbital energy in Eh: -0.3212
M in g mol⁻¹: 151.2
Total charge: 0

Positions of all 18 atoms, in Å:
S  3.42  -0.07  -0.52
O  4.05  0.93  0.27
O  1.65  0.17  -0.60
O  3.41  -1.45  0.48
N  -0.59  1.12  0.06
C  -1.31  -1.32  -0.25
C  -1.47  0.02  -0.19
C  0.85  0.82  0.36
C  -2.92  0.53  -0.09
H  -3.61  -0.04  -0.75
H  0.81  0.13  1.32
H  -3.16  0.32  0.95
H  -0.77  1.79  -0.71
H  -2.03  -2.14  -0.31
H  3.42  -2.30  0.12
H  1.36  1.76  0.43
H  -0.25  -1.85  -0.29
H  -2.84  1.61  -0.30


Run 2
A single C4H9NO3S molecule. Source: OMol25; level of theory: the ωB97M-V functional and the def2-TZVPD basis.

Output
HOMO-LUMO gap in eV: 9.46
SMILES: [H]/N=C(\COC)O[S@@H](=C)=O
Highest occupied orbital energy in Eh: -0.3277
M in g mol⁻¹: 151.2
Total charge: 0

Positions of all 18 atoms, in Å:
S  2.80  0.31  0.48
O  -1.85  -0.36  -0.53
O  3.88  0.18  -0.46
O  1.27  0.65  -0.33
N  1.36  -1.50  -0.50
C  0.69  -0.47  -0.76
C  -1.94  0.50  0.55
C  2.95  -0.53  1.92
C  -0.69  -0.20  -1.29
H  3.07  -1.59  1.84
H  -3.03  0.47  0.90
H  2.08  -0.38  2.52
H  0.74  -2.34  -0.77
H  2.67  1.67  0.84
H  -1.23  0.27  1.41
H  -0.63  0.85  -1.61
H  -0.90  -0.72  -2.13
H  -1.67  1.62  0.20


Stability, highest: run 1


Run 1
2 unconnected molecules or ions with the total composition CH2OS2. Source: OMol25; level of theory: the ωB97M-V functional and the def2-TZVPD basis.

Output
HOMO-LUMO gap in eV: 7.82
Highest occupied orbital energy in Eh: -0.3331
M in g mol⁻¹: 94.2
Total charge: 0

Positions of all 6 atoms, in Å:
S  1.54  1.67  0.29
S  -1.24  0.61  -0.45
O  0.90  -0.67  0.09
C  0.48  0.43  0.21
H  -1.60  -0.77  -0.91
H  -0.08  -1.28  0.78


Run 2
A single CH2OS2 molecule. Source: OMol25; level of theory: the ωB97M-V functional and the def2-TZVPD basis.

Output
HOMO-LUMO gap in eV: 10.69
SMILES: O=C(S)S
Highest occupied orbital energy in Eh: -0.3716
M in g mol⁻¹: 94.2
Total charge: 0

Positions of all 6 atoms, in Å:
S  0.73  1.49  0.12
S  -1.01  -0.42  1.28
O  0.16  -0.75  -1.06
C  -0.01  -0.06  -0.10
H  -1.36  -1.64  0.77
H  1.49  1.38  -1.01


Stability, highest: run 2


Run 1
A single CHBrF2OS molecule. Source: OMol25; level of theory: the ωB97M-V functional and the def2-TZVPD basis.

Output
HOMO-LUMO gap (alpha / beta) in eV: 8.30 / 8.30
Highest occupied orbital energy (alpha / beta) in Eh: -0.3484 / -0.3484
M in g mol⁻¹: 179.0
Total charge: 0

Positions of all 7 atoms, in Å:
Br  -0.19  3.99  -1.58
S  0.26  1.89  -0.67
F  -2.20  2.77  0.03
F  -1.53  0.91  0.87
O  0.72  0.32  -0.19
C  -1.18  1.96  0.14
H  0.23  -0.51  -0.04


Run 2
A single CHBrF2OS molecule. Source: OMol25; level of theory: the ωB97M-V functional and the def2-TZVPD basis.

Output
HOMO-LUMO gap in eV: 9.20
Highest occupied orbital energy in Eh: -0.3816
M in g mol⁻¹: 179.0
Total charge: 0

Positions of all 7 atoms, in Å:
Br  -2.34  1.08  0.53
S  -1.09  -0.85  0.03
F  0.83  0.60  -1.63
F  1.59  -0.75  -0.18
O  -0.68  -1.36  1.30
C  0.68  0.21  -0.34
H  1.00  1.07  0.29


Stability, highest: run 2


Run 1
A single C3H3ClN2O molecule. Source: OMol25; level of theory: the ωB97M-V functional and the def2-TZVPD basis.

Output
HOMO-LUMO gap in eV: 10.17
SMILES: [H]/N=C(Cl)/C(C=O)=N\[H]
Highest occupied orbital energy in Eh: -0.3689
M in g mol⁻¹: 118.5
Total charge: 0

Positions of all 10 atoms, in Å:
Cl  -2.59  -0.78  -0.44
O  -1.00  2.43  1.00
N  0.82  0.56  -0.83
N  -0.52  -1.48  0.91
C  -1.06  1.97  -0.07
C  -1.01  -0.58  0.22
C  -0.28  0.64  -0.20
H  -1.06  -2.28  1.15
H  1.31  -0.29  -0.79
H  -1.56  2.40  -0.95


Run 2
A single C3H3ClN2O molecule. Source: OMol25; level of theory: the ωB97M-V functional and the def2-TZVPD basis.

Output
HOMO-LUMO gap in eV: 11.61
SMILES: ClCc1ncno1
Highest occupied orbital energy in Eh: -0.4051
M in g mol⁻¹: 118.5
Total charge: 0

Positions of all 10 atoms, in Å:
Cl  2.65  -0.47  -0.61
O  -0.43  -1.22  0.19
N  -0.75  0.89  -0.39
N  -1.73  -1.15  -0.28
C  0.07  0.01  0.09
C  -1.86  0.10  -0.61
C  1.48  0.25  0.53
H  1.67  1.32  0.58
H  -2.76  0.48  -1.01
H  1.65  -0.21  1.51


Stability, highest: run 2


Run 1
3 unconnected molecules or ions with the total composition CH9N4O. Source: OMol25; level of theory: the ωB97M-V functional and the def2-TZVPD basis.

Output
HOMO-LUMO gap in eV: 10.16
Highest occupied orbital energy in Eh: -0.4906
M in g mol⁻¹: 93.1
Total charge: +1

Positions of all 15 atoms, in Å:
O  0.35  1.89  -0.61
N  -0.73  -0.02  -2.23
N  0.78  1.41  1.63
N  0.89  0.54  2.68
N  -0.28  -1.51  -0.13
C  0.57  1.52  0.48
H  0.40  -2.23  -0.35
H  -1.11  -1.99  0.20
H  -0.12  -0.25  -3.01
H  0.10  -0.96  0.63
H  -0.50  0.94  -1.90
H  -1.70  -0.06  -2.55
H  -0.55  -0.71  -1.34
H  1.77  0.69  3.16
H  0.13  0.73  3.35


Run 2
2 unconnected molecules or ions with the total composition CH9N4O. Source: OMol25; level of theory: the ωB97M-V functional and the def2-TZVPD basis.

Output
HOMO-LUMO gap in eV: 11.15
Highest occupied orbital energy in Eh: -0.5301
M in g mol⁻¹: 93.1
Total charge: +1

Positions of all 15 atoms, in Å:
O  -2.86  -0.09  0.21
N  -0.55  0.47  0.00
N  -0.97  1.60  0.74
N  1.88  -0.32  0.19
N  -1.57  -1.37  -1.11
C  -1.49  -0.44  -0.28
H  -0.84  -1.87  -1.70
H  -2.55  -1.78  -1.16
H  -0.43  1.50  1.72
H  2.27  0.15  1.11
H  2.38  0.03  -0.54
H  0.56  0.21  -0.08
H  2.09  -1.35  0.25
H  -0.58  2.44  0.33
H  -2.72  0.68  0.86


Stability, highest: run 1


Run 1
A single C3H4F2O molecule. Source: OMol25; level of theory: the ωB97M-V functional and the def2-TZVPD basis.

Output
HOMO-LUMO gap in eV: 11.70
SMILES: FC(F)[C@H]1CO1
Highest occupied orbital energy in Eh: -0.3943
M in g mol⁻¹: 94.1
Total charge: 0

Positions of all 10 atoms, in Å:
F  -2.10  -0.78  -0.23
F  -1.52  1.44  0.01
O  1.15  0.16  0.72
C  0.14  -0.41  0.03
C  1.29  0.23  -0.57
C  -1.21  0.15  0.35
H  -1.18  -0.06  1.43
H  1.24  1.21  -1.26
H  2.09  -0.41  -0.83
H  0.10  -1.54  0.37


Run 2
2 unconnected molecules or ions with the total composition C3H4F2O. Source: OMol25; level of theory: the ωB97M-V functional and the def2-TZVPD basis.

Output
HOMO-LUMO gap (alpha / beta) in eV: 9.57 / 6.27
Highest occupied orbital energy (alpha / beta) in Eh: -0.3500 / -0.2802
M in g mol⁻¹: 94.1
Total charge: 0

Positions of all 10 atoms, in Å:
F  2.18  1.07  0.48
F  3.88  -0.18  0.22
O  -1.20  1.45  -0.63
C  2.54  -0.12  -0.08
C  -0.69  0.62  0.23
C  1.71  -0.73  -0.85
H  -0.77  2.43  -0.64
H  0.07  0.91  0.98
H  -0.74  -0.46  -0.06
H  1.81  -1.71  -1.32


Stability, highest: run 1


Run 1
2 unconnected molecules or ions with the total composition C3H4F2O. Source: OMol25; level of theory: the ωB97M-V functional and the def2-TZVPD basis.

Output
HOMO-LUMO gap in eV: 10.41
Highest occupied orbital energy in Eh: -0.3627
M in g mol⁻¹: 94.1
Total charge: 0

Positions of all 10 atoms, in Å:
F  -1.05  1.72  -1.09
F  -1.13  0.34  -2.81
O  1.59  0.04  1.43
C  0.20  0.05  1.31
C  -0.81  0.42  -1.42
C  -0.23  -0.48  -0.71
H  0.03  -1.56  -0.82
H  -0.32  0.99  1.37
H  -0.30  -0.77  1.63
H  2.02  -0.75  1.11


Run 2
A single C3H4F2O molecule. Source: OMol25; level of theory: the ωB97M-V functional and the def2-TZVPD basis.

Output
HOMO-LUMO gap in eV: 10.74
SMILES: OCC=C(F)F
Highest occupied orbital energy in Eh: -0.3681
M in g mol⁻¹: 94.1
Total charge: 0

Positions of all 10 atoms, in Å:
F  1.92  1.20  -0.21
F  2.91  -0.71  0.05
O  -1.81  -0.37  -0.70
C  0.47  -0.60  0.13
C  -0.92  0.25  0.18
C  1.68  -0.08  0.02
H  -1.20  0.30  1.19
H  -0.92  1.36  -0.14
H  0.40  -1.63  0.15
H  -2.53  0.29  -0.66


Run 3
2 unconnected molecules or ions with the total composition C3H4F2O. Source: OMol25; level of theory: the ωB97M-V functional and the def2-TZVPD basis.

Output
HOMO-LUMO gap in eV: 9.49
Highest occupied orbital energy in Eh: -0.3379
M in g mol⁻¹: 94.1
Total charge: 0

Positions of all 10 atoms, in Å:
F  1.93  0.84  -1.48
F  2.20  -1.02  -0.59
O  -1.65  -0.67  -0.49
C  -0.87  0.31  -0.03
C  -0.33  0.38  1.18
C  1.39  -0.34  -1.37
H  -0.81  1.13  -0.74
H  0.28  1.21  1.48
H  -1.70  -1.39  0.15
H  -0.43  -0.44  1.88


Stability, highest: run 2